The following is a quantum chemistry calculation of a gas-phase ion, C11H10N5O8 (charge -1) in a non-equilibrium geometry, from the Open Molecules 2025 dataset.

XYZ file:
```
34
Properties=species:S:1:pos:R:3:forces:R:3:mulliken_charge:R:1
C 2.138 2.995 -0.086 -0.1 0.4 0.2 -1.208
C 2.772 1.646 -0.232 -0.3 0.1 0.1 -0.194
O 2.220 0.804 0.821 0.4 0.2 -0.4 -0.402
C 3.061 -0.183 1.095 1.9 -1.1 -0.7 0.630
N 2.644 -1.039 2.102 -0.2 0.9 -1.8 0.599
C 1.274 -1.419 2.259 -1.2 -0.3 -0.3 0.424
C 0.658 -0.919 3.536 -0.3 -0.3 0.2 -1.104
O 0.656 -2.058 1.430 1.0 0.8 0.8 -0.567
O 4.163 -0.325 0.547 -2.0 0.8 0.3 -0.694
H 2.423 3.615 -0.937 -0.1 0.1 0.0 0.394
H 1.048 2.940 -0.026 0.1 0.0 -0.1 0.307
H 2.511 3.481 0.822 -0.1 -0.1 -0.1 0.294
H 2.546 1.162 -1.187 0.1 0.1 0.1 0.293
H 3.859 1.720 -0.110 -0.4 -0.2 -0.1 0.319
H 0.548 0.176 3.465 0.1 -0.4 0.0 0.247
H -0.327 -1.390 3.651 0.3 0.2 0.1 0.393
H 1.296 -1.142 4.406 -0.1 0.1 -0.3 0.269
O 3.531 -6.043 5.553 0.2 1.5 -0.2 -0.641
N 3.684 -4.822 5.748 0.1 0.3 0.0 0.916
O 3.711 -4.328 6.897 0.0 -0.5 -0.9 -0.681
C 3.823 -3.901 4.636 -0.3 -0.8 1.2 -0.783
C 4.099 -2.544 4.913 -0.4 -0.2 -0.2 -0.246
C 4.084 -1.618 3.905 0.0 0.5 0.6 -1.108
N 4.323 -0.217 4.207 0.5 -0.6 0.8 1.184
O 4.238 0.131 5.408 0.1 0.0 -1.5 -0.719
O 4.636 0.553 3.281 -0.5 -0.7 1.1 -0.672
C 3.720 -1.914 2.482 1.5 0.3 0.3 1.066
C 3.539 -3.366 2.234 2.0 -1.0 -1.8 0.274
N 3.798 -3.913 1.034 -0.7 -1.3 2.9 -0.569
O 3.953 -5.287 1.347 -0.6 1.2 -0.2 -0.140
N 3.871 -5.561 2.700 -0.2 3.1 0.1 -0.473
C 3.688 -4.327 3.262 0.2 -2.6 -0.4 0.565
H 4.336 -2.227 5.933 -0.2 -0.2 -0.4 0.539
H 4.571 -1.590 1.814 -1.0 -0.4 0.8 0.486
```
Forces are in eV/Å.

For the LUMO energy, the calculation gives 0.0922 Ha. The calculation puts the molar mass at 340.2 g/mol. The value obtained for the highest occupied orbital energy is -4.54 eV. As for the net charge: -1. Its SMILES is CCOC(=O)N(C(C)=O)[C@H]1C(=[N+]([O-])[O-])C=C([N+](=O)[O-])c2nonc21. The multiplicity is 1.